Entry 1:
C27H37BF5N7O2SSbZr as an isolated structure at a distorted geometry. Source: the OMol25 dataset; level of theory: the ωB97M-V functional and the def2-TZVPD basis.

## Properties
E_tot ... -76038.00333 eV
Frontier orbital gap ... 8.48 eV

Structure (ORCA input):
```
! wB97M-V def2-TZVPD RIJCOSX def2/J DEFGRID3
* xyz 1 1
Zr 0.195 -0.067 -0.260
C 2.253 1.250 3.270
C 2.366 2.187 2.055
C 3.237 3.400 2.371
C 0.984 2.598 1.656
C 0.262 3.721 2.074
C -0.993 3.579 1.519
N -1.014 2.451 0.807
N 0.194 1.828 0.886
B -2.170 1.721 0.115
N -1.617 1.275 -1.274
C -1.516 2.025 -2.392
C -1.435 1.184 -3.477
C -1.483 -0.115 -2.944
N -1.587 -0.049 -1.609
C -1.513 -1.437 -3.650
C -1.765 -1.268 -5.146
C -2.562 -2.349 -2.999
N -2.424 0.447 0.932
C -3.471 0.115 1.696
C -3.176 -1.054 2.366
C -1.885 -1.401 1.954
N -1.441 -0.479 1.088
C -1.069 -2.606 2.314
C -1.740 -3.855 1.729
C -0.920 -2.723 3.832
H 3.245 0.979 3.631
H 1.725 0.336 2.990
H 1.716 1.743 4.081
H 2.806 1.611 1.241
H 2.869 3.920 3.255
H 3.248 4.103 1.538
H 4.259 3.085 2.576
H 0.610 4.526 2.693
H -1.867 4.203 1.594
H -3.153 2.384 0.035
H -1.560 3.101 -2.342
H -1.360 1.464 -4.512
H -0.530 -1.905 -3.532
H -2.697 -0.733 -5.330
H -1.833 -2.248 -5.615
H -0.951 -0.720 -5.622
H -3.552 -1.896 -3.050
H -2.326 -2.524 -1.949
H -2.593 -3.307 -3.517
H -4.354 0.730 1.719
H -3.807 -1.582 3.057
H -0.078 -2.482 1.867
H -2.706 -4.024 2.205
H -1.119 -4.735 1.898
H -1.902 -3.747 0.655
H -1.898 -2.791 4.308
H -0.397 -1.858 4.239
H -0.355 -3.620 4.084
C -0.151 -5.298 -1.374
Sb 0.590 -3.270 -1.184
C 1.578 -3.478 -3.119
C 2.301 -4.021 -0.087
H 0.527 -5.879 -1.993
H -1.145 -5.330 -1.816
H -0.201 -5.760 -0.391
H 0.882 -3.956 -3.806
H 2.442 -4.129 -2.990
H 1.892 -2.524 -3.536
H 2.698 -4.874 -0.634
H 1.979 -4.350 0.901
H 3.062 -3.254 0.030
O 1.424 -1.155 0.711
N 2.310 -0.232 0.022
O 1.110 -0.531 -2.093
F 5.318 3.972 -3.341
C 4.699 2.884 -2.934
C 3.426 2.981 -2.378
F 2.833 4.159 -2.259
C 2.795 1.828 -1.959
F 1.541 1.928 -1.462
C 3.404 0.585 -2.060
S 2.484 -0.857 -1.467
C 4.659 0.503 -2.633
F 5.244 -0.682 -2.762
C 5.314 1.645 -3.073
F 6.513 1.560 -3.620
*
```

***

Entry 2:
A 2-piece molecular cluster, C4H6ClPS overall at a distorted geometry. Source: the OMol25 dataset; level of theory: the ωB97M-V functional and the def2-TZVPD basis.

## Properties
E_tot ... -36886.90142 eV
Frontier orbital gap (spin up / spin down) ... 8.17 / 5.23 eV

Structure (ORCA input):
```
! wB97M-V def2-TZVPD RIJCOSX def2/J DEFGRID3
* xyz 0 3
C -0.404 -2.534 0.423
C -0.143 2.536 0.168
C 0.014 -1.407 -0.104
C 0.047 1.293 -0.244
P -1.131 -0.004 -0.045
S -2.709 -0.003 -1.217
Cl 2.839 0.348 -0.829
H 0.077 -3.553 0.157
H -1.158 -2.689 1.277
H 0.706 3.177 0.138
H -1.020 2.651 0.620
H 0.745 -1.282 -0.883
H 1.066 0.786 -0.716
*
```

***

Entry 3:
One molecule with the formula C3H7N3 at a distorted geometry. Source: the OMol25 dataset; level of theory: the ωB97M-V functional and the def2-TZVPD basis.

## Properties
E_tot ... -7690.94575 eV
Frontier orbital gap (spin up / spin down) ... 7.27 / 7.28 eV

Structure (ORCA input):
```
! wB97M-V def2-TZVPD RIJCOSX def2/J DEFGRID3
* xyz 0 1
C -1.591 0.085 0.422
N 0.492 -1.078 -0.816
N -1.521 -0.938 -0.574
C 0.751 0.100 -0.251
N 2.045 0.493 0.053
C -0.336 0.854 0.167
H 1.186 -1.778 -0.537
H -1.474 -1.859 -0.136
H 2.729 0.271 -0.655
H 2.148 1.425 0.427
H -2.433 0.744 0.170
H -1.705 -0.249 1.462
H -0.291 1.930 0.268
*
```

***

Entry 4:
One molecule with the formula C7H13N at a distorted geometry. Source: the OMol25 dataset; level of theory: the ωB97M-V functional and the def2-TZVPD basis.

## Properties
E_tot ... -8959.29009 eV
SMILES string ... C[C@@]12CCC[C@]1(C)N2
Frontier orbital gap ... 9.85 eV

Structure (ORCA input):
```
! wB97M-V def2-TZVPD RIJCOSX def2/J DEFGRID3
* xyz 0 1
C 1.982 -0.114 0.696
C -0.733 1.410 1.407
C 0.800 0.009 -0.232
C -0.480 0.691 0.110
C -1.620 -0.048 -0.541
N 0.492 1.238 -0.918
H 1.052 2.022 -0.591
H 1.845 -0.954 1.372
H 2.888 -0.279 0.118
H 2.120 0.784 1.290
H 0.137 1.996 1.708
H -1.580 2.093 1.299
H -0.961 0.694 2.203
H -2.506 -0.090 0.092
H -1.867 0.420 -1.495
C 0.453 -1.243 -1.096
C -1.026 -1.486 -0.843
H -1.158 -2.101 0.048
H -1.545 -1.948 -1.681
H 1.073 -2.090 -0.804
H 0.635 -1.006 -2.142
*
```

***

Entry 5:
An isolated ion of composition C5H10ClN5O and charge +2 at a distorted geometry. Source: the OMol25 dataset; level of theory: the ωB97M-V functional and the def2-TZVPD basis.

## Properties
E_tot ... -27350.39926 eV
SMILES string ... C/[NH+]=C1\NC(=[NH2+])N[C@@](Cl)(C=O)N1
Frontier orbital gap ... 10.19 eV

Structure (ORCA input):
```
! wB97M-V def2-TZVPD RIJCOSX def2/J DEFGRID3
* xyz 2 1
C -0.029 -1.615 0.330
C 0.444 0.641 -0.350
C -2.886 0.264 0.895
C -1.961 -0.084 -0.333
C 2.725 1.836 -0.474
N -1.278 -1.445 0.114
N -0.873 0.920 -0.397
N 0.860 -0.572 0.015
N 0.541 -2.777 0.671
N 1.250 1.624 -0.652
O -2.374 0.860 1.751
Cl -2.911 -0.264 -1.816
H -3.972 0.040 0.810
H 3.137 0.875 -0.555
H 2.799 2.080 0.587
H 3.222 2.625 -1.037
H -1.871 -2.191 0.272
H -1.023 1.893 -0.619
H 1.822 -0.805 -0.104
H -0.010 -3.515 0.943
H 1.576 -2.852 0.780
H 0.812 2.463 -0.831
*
```

***

Entry 6:
One molecule with the formula C3H9BOSi at a distorted geometry. Source: the OMol25 dataset; level of theory: the ωB97M-V functional and the def2-TZVPD basis.

## Properties
E_tot ... -13856.74608 eV
SMILES string ... B/C(C)=C/O[SiH3]
Frontier orbital gap ... 9.28 eV

Structure (ORCA input):
```
! wB97M-V def2-TZVPD RIJCOSX def2/J DEFGRID3
* xyz 0 1
B 2.262 1.082 0.297
C -0.143 0.612 -0.256
C 1.082 0.171 0.168
C 1.169 -1.324 0.385
O -1.091 -0.238 -0.429
Si -2.752 0.042 -0.297
H 3.230 0.601 0.650
H 2.315 2.167 -0.065
H -0.323 1.644 -0.706
H 0.378 -1.705 1.006
H 0.982 -1.776 -0.617
H 2.070 -1.509 0.904
H -3.226 0.926 -1.425
H -3.130 -1.290 -0.767
H -2.822 0.597 1.152
*
```

***

Table of ΔE to the lowest compared entry with this formula, charge and spin (kJ/mol), in record order: 125.4 23.1 360.2 62.0 134.3 0.0